Entry 1:
DFT (the ωB97M-V functional and the def2-TZVPD basis) results for a structure of composition C26H42BrF6N4O8S3ScSi.

CARTESIAN COORDINATES (ANGSTROEM)
Sc: 1.1771 2.2349 0.6620
C: -3.2193 0.2160 4.6048
C: -1.8783 0.9275 4.6947
N: -0.7545 0.1102 4.2240
C: 0.0154 -0.6439 5.2213
C: -0.5081 -2.0565 5.4330
C: -0.4573 0.0240 2.9288
S: -1.3470 0.8384 1.7322
N: 0.5472 -0.8567 2.6000
C: 1.5929 -0.4662 1.9694
O: 1.8927 0.7996 1.7921
C: 2.5233 -1.4670 1.3860
C: 2.2507 -2.8269 1.5167
C: 3.0775 -3.7603 0.9151
C: 4.1766 -3.3414 0.1746
C: 4.4514 -1.9877 0.0451
C: 3.6296 -1.0502 0.6533
H: -4.0128 0.8874 4.9361
H: -3.2492 -0.6765 5.2299
H: -3.4278 -0.0719 3.5747
H: -1.6540 1.2076 5.7237
H: -1.8980 1.8374 4.0971
H: -0.0236 -0.0684 6.1459
H: 1.0547 -0.6713 4.9041
H: -1.5048 -2.0556 5.8736
H: 0.1562 -2.6028 6.1040
H: -0.5470 -2.5885 4.4826
H: 1.3818 -3.1360 2.0825
H: 2.8626 -4.8164 1.0166
H: 4.8177 -4.0730 -0.3007
H: 5.3055 -1.6571 -0.5315
H: 3.8380 0.0054 0.5465
O: 2.4203 2.9592 -2.8079
N: 2.0994 2.8350 -1.6726
O: 0.9918 3.2898 -1.1997
O: 2.7929 2.2153 -0.7999
F: -1.5737 4.4020 0.0662
C: -0.9725 5.4170 0.6899
F: 0.0071 5.8738 -0.0748
F: -1.8520 6.3798 0.9076
S: -0.3049 4.7977 2.3170
O: 0.0454 3.3968 2.0410
O: -1.3317 5.0148 3.2702
N: 0.9891 5.6436 2.5751
S: 2.4117 5.0519 2.2448
O: 2.3738 4.0813 1.1472
O: 3.4030 6.0625 2.1648
C: 2.8737 4.0410 3.7424
F: 3.7518 3.1094 3.3819
F: 1.8076 3.4408 4.2707
F: 3.4183 4.8284 4.6556
C: 1.7953 -1.3914 -3.8911
C: 0.3271 -1.0472 -4.1858
C: 0.3424 0.3117 -4.9008
C: -0.2297 -2.0932 -5.1683
Si: -0.7763 -0.9892 -2.6187
Br: 0.5441 0.0749 -1.0973
C: -2.3319 0.1124 -2.7667
C: -3.1124 -0.2473 -4.0435
C: -3.2582 -0.1115 -1.5636
C: -2.0019 1.6126 -2.7935
C: -1.0737 -2.6933 -1.7943
C: -2.2222 -3.4261 -2.5091
C: 0.1899 -3.5615 -1.8780
C: -1.4322 -2.5877 -0.3044
H: 2.3433 -1.3852 -4.8393
H: 1.9296 -2.3730 -3.4435
H: 2.2659 -0.6559 -3.2378
H: 1.0255 0.2461 -5.7539
H: 0.7079 1.1135 -4.2557
H: -0.6336 0.5986 -5.2904
H: 0.3533 -2.0533 -6.0945
H: -1.2728 -1.9110 -5.4356
H: -0.1512 -3.1114 -4.7841
H: -3.3658 -1.3086 -4.1015
H: -2.5736 0.0204 -4.9533
H: -4.0547 0.3104 -4.0506
H: -3.6930 -1.1118 -1.5511
H: -4.0867 0.6020 -1.6228
H: -2.7471 0.0504 -0.6118
H: -1.3343 1.9018 -3.5997
H: -1.5529 1.9449 -1.8573
H: -2.9370 2.1674 -2.9242
H: -2.0276 -3.5897 -3.5704
H: -3.1727 -2.8973 -2.4149
H: -2.3555 -4.4106 -2.0480
H: 0.4389 -3.8517 -2.8993
H: 0.0175 -4.4840 -1.3131
H: 1.0605 -3.0713 -1.4351
H: -2.3725 -2.0726 -0.1212
H: -0.6623 -2.0803 0.2765
H: -1.5301 -3.6050 0.0902

Atoms 1-2, force components in eV/Å:
Sc -0.2 0.2 0.8
C 0.0 0.0 0.0

Computed properties:
Highest occupied orbital energy ... -8.5 eV
Energy relative to the best compared isomer or geometry (same formula, charge and spin) ... 6.0 kcal per mole
Net charge ... 0
HOMO-LUMO gap ... 8.42 eV
LUMO ... -0.1 eV
Energy ... -197419.1406 eV

---

Entry 2:
DFT (the ωB97M-V functional and the def2-TZVPD basis) results for an isolated molecule of C19H19N3O5S at a distorted geometry.

CARTESIAN COORDINATES (ANGSTROEM)
O: 1.7919 1.9940 2.1164
C: 1.5249 0.9210 1.6134
C: 2.5928 -0.1732 1.5270
O: 2.4047 -1.0920 0.4627
C: 2.4028 -0.5792 -0.7791
O: 2.5360 0.5904 -1.0139
C: 2.2145 -1.6725 -1.8048
C: 1.1334 -1.3082 -2.8264
C: -0.2143 -0.9636 -2.1711
C: -0.6250 -1.9931 -1.1876
N: -0.3960 -1.9185 0.0702
C: -0.8333 -3.0134 0.7575
C: -0.7310 -3.2152 2.1301
C: -1.2195 -4.3887 2.6637
C: -1.8061 -5.3595 1.8537
C: -1.9189 -5.1783 0.4892
C: -1.4300 -4.0022 -0.0532
S: -1.4192 -3.4751 -1.7108
N: 0.3165 0.5623 1.1302
C: -0.7818 1.4087 0.8553
O: -1.7021 0.9759 0.1962
N: -0.7089 2.6365 1.3907
C: -1.6569 3.6694 1.0212
C: -1.1026 4.5632 -0.0411
C: -0.8551 4.3404 -1.3640
C: -0.2726 5.5306 -1.8628
C: -0.2076 6.3840 -0.8063
O: -0.7034 5.8076 0.3008
H: 2.5762 -0.7705 2.4417
H: 3.5624 0.3281 1.4356
H: 1.9732 -2.5975 -1.2815
H: 3.1652 -1.8062 -2.3259
H: 1.4624 -0.4426 -3.4017
H: 1.0028 -2.1506 -3.5086
H: -0.9753 -0.8787 -2.9483
H: -0.1432 -0.0061 -1.6536
H: -0.2789 -2.4554 2.7476
H: -1.1489 -4.5611 3.7269
H: -2.1806 -6.2682 2.2997
H: -2.3743 -5.9268 -0.1402
H: 0.1618 -0.3995 0.7658
H: 0.1760 2.9093 1.8110
H: -2.5533 3.1600 0.6572
H: -1.8964 4.2645 1.9056
H: -1.0662 3.4420 -1.9065
H: 0.0505 5.7191 -2.8658
H: 0.1534 7.3892 -0.7163

Atoms 1-2, force components in eV/Å:
O 0.3 0.2 0.2
C 0.2 -0.2 0.0

Computed properties:
Highest occupied orbital energy ... -8.4 eV
Energy relative to the best compared isomer or geometry (same formula, charge and spin) ... 1.8 kcal per mole
Net charge ... 0
HOMO-LUMO gap ... 8.89 eV
LUMO ... 0.5 eV
Energy ... -45556.2926 eV

---

Entry 3:
DFT (the ωB97M-V functional and the def2-TZVPD basis) results for the ion C6H14NOS with charge +1 at a distorted geometry.

CARTESIAN COORDINATES (ANGSTROEM)
C: -3.4078 -0.6281 1.6217
C: -2.0300 -1.2009 1.2489
C: -1.7138 -1.1307 -0.2445
O: -0.5689 -0.2261 -0.4721
S: 0.5532 -0.8402 -1.4213
N: 1.3685 0.5075 -1.7952
C: 2.1935 0.9625 -0.8826
C: 2.1886 2.4296 -0.6691
C: 3.1602 0.1016 -0.1373
H: -4.1475 -1.4085 1.7877
H: -3.3239 -0.0863 2.5640
H: -3.7568 0.0964 0.8859
H: -1.9266 -2.2279 1.5974
H: -1.2647 -0.6177 1.7647
H: -1.5032 -2.1186 -0.6644
H: -2.5505 -0.7036 -0.7967
H: -0.1165 -0.9502 -2.5962
H: 2.4945 2.9095 -1.6047
H: 2.9063 2.7252 0.0907
H: 1.1762 2.7454 -0.4191
H: 3.6977 0.6780 0.6109
H: 3.8937 -0.2859 -0.8481
H: 2.6778 -0.7311 0.3791

Atoms 1-2, force components in eV/Å:
C 0.3 0.1 0.4
C 0.0 0.3 0.0

Computed properties:
Highest occupied orbital energy ... -14.2 eV
Energy relative to the best compared isomer or geometry (same formula, charge and spin) ... 55.0 kcal per mole
Net charge ... +1
HOMO-LUMO gap ... 9.62 eV
LUMO ... -4.5 eV
Energy ... -20812.6650 eV

---

Entry 4:
DFT (the ωB97M-V functional and the def2-TZVPD basis) results for a cluster of 9 separate species, C44H99O32P5 in total at a distorted geometry.

CARTESIAN COORDINATES (ANGSTROEM)
C: 6.3642 3.4560 1.8975
C: 6.7681 2.1471 1.2509
O: 5.7008 1.7970 0.3414
P: 5.9674 0.8069 -0.8606
O: 6.4843 -0.4915 -0.4461
O: 6.9619 1.5973 -1.8108
C: 6.6397 2.8746 -2.3556
C: 7.0884 3.0253 -3.7966
O: 4.5652 0.8216 -1.5658
C: 4.2519 0.0588 -2.7533
C: 5.3978 -0.2369 -3.6704
H: 6.3536 4.2767 1.1861
H: 5.3529 3.3921 2.3091
H: 6.9937 3.6444 2.7689
H: 7.6435 2.3597 0.6253
H: 7.0406 1.3344 1.9179
H: 5.5756 3.0827 -2.1943
H: 7.0991 3.6721 -1.7546
H: 6.2184 2.7680 -4.4035
H: 7.5102 3.9899 -4.0530
H: 7.8415 2.2709 -4.0313
H: 3.8890 -0.9335 -2.4733
H: 3.4698 0.6588 -3.1980
H: 5.0134 -0.7165 -4.5804
H: 5.8456 0.6751 -4.0634
H: 6.1108 -0.9636 -3.2894
C: -4.5501 -1.5584 -1.3669
C: -4.0197 -2.9363 -1.6234
O: -4.3231 -3.8302 -0.5252
P: -3.9735 -5.3630 -0.7476
O: -4.1157 -6.2020 0.4311
O: -4.8802 -5.8125 -1.9871
C: -6.0488 -6.6126 -1.7411
C: -7.2722 -5.8490 -2.2627
O: -2.5378 -5.2702 -1.3920
C: -1.8233 -6.4005 -1.8545
C: -1.0412 -7.0817 -0.7354
H: -4.6183 -1.0060 -2.3082
H: -5.5788 -1.6100 -0.9980
H: -3.9682 -0.9136 -0.7126
H: -4.2934 -3.3782 -2.5848
H: -2.9311 -2.8756 -1.7292
H: -5.9403 -7.4928 -2.3747
H: -6.1995 -6.8402 -0.6917
H: -7.1564 -4.8343 -1.8716
H: -7.2581 -5.7764 -3.3504
H: -8.2178 -6.2908 -1.9601
H: -2.4350 -7.1330 -2.3945
H: -1.1256 -6.1220 -2.6531
H: -0.3373 -7.7968 -1.1536
H: -0.5548 -6.3504 -0.0906
H: -1.7883 -7.5726 -0.1068
C: -0.8730 -2.0921 -0.0786
C: -0.6066 -1.6323 -1.4819
O: -1.4886 -0.5660 -1.8245
P: -1.0084 0.5662 -2.8264
O: 0.3401 1.0649 -2.5184
O: -1.2073 -0.0196 -4.2793
C: -0.2698 -0.9629 -4.8059
C: 0.4769 -0.3451 -5.9843
O: -2.1960 1.5783 -2.6575
C: -2.0028 2.9707 -2.9348
C: -2.8003 3.8053 -1.9483
H: -1.8802 -2.5120 -0.0114
H: -0.1562 -2.8319 0.2686
H: -0.9236 -1.2149 0.5725
H: 0.4352 -1.3376 -1.5981
H: -0.7391 -2.5058 -2.1339
H: 0.4886 -1.2696 -4.0761
H: -0.7984 -1.8813 -5.0574
H: -0.1131 -0.4809 -6.8882
H: 0.6738 0.7016 -5.7628
H: 1.4602 -0.7991 -6.1181
H: -0.9689 3.2766 -2.8195
H: -2.3605 3.2112 -3.9367
H: -2.9551 4.8194 -2.3210
H: -3.7616 3.3539 -1.7042
H: -2.2453 3.9528 -1.0183
C: 5.2375 -7.5364 1.2610
C: 4.8077 -6.1082 1.5658
O: 3.4097 -6.0007 1.3176
P: 2.7762 -4.7327 0.6370
O: 1.3281 -4.8027 0.4896
O: 3.3215 -3.5254 1.4852
C: 2.5601 -2.2957 1.4661
C: 2.6634 -1.5996 0.1269
O: 3.5924 -4.6042 -0.7241
C: 3.3001 -5.4450 -1.8272
C: 1.9867 -5.1606 -2.5311
H: 4.9703 -8.2318 2.0592
H: 4.8804 -7.9264 0.3097
H: 6.3318 -7.5953 1.2346
H: 5.0699 -5.9141 2.6046
H: 5.3712 -5.4424 0.9116
H: 1.5362 -2.5647 1.7489
H: 2.8884 -1.7003 2.3172
H: 2.0283 -0.7249 0.0040
H: 3.6849 -1.2066 0.1408
H: 2.5200 -2.3287 -0.6656
H: 4.1348 -5.3481 -2.5250
H: 3.3386 -6.5036 -1.5380
H: 1.1613 -5.3394 -1.8375
H: 1.9059 -4.0881 -2.7401
H: 1.8692 -5.7686 -3.4233
C: -3.8662 -2.8937 3.1261
C: -4.0355 -1.4000 2.9216
O: -5.4076 -1.1175 3.2788
P: -5.9201 0.3599 3.4376
O: -5.8006 1.1872 2.2286
O: -5.1105 0.9317 4.6656
C: -5.3090 2.2899 5.0625
C: -5.7904 2.3866 6.4820
O: -7.3655 0.1603 4.0210
C: -8.4980 0.0998 3.1701
C: -9.7088 -0.2629 3.9901
H: -2.8875 -3.2913 2.8620
H: -3.9253 -3.0888 4.2034
H: -4.6979 -3.4336 2.6803
H: -3.3372 -0.8844 3.5826
H: -3.9117 -1.0957 1.8824
H: -4.3541 2.8088 4.9143
H: -5.9254 2.8389 4.3435
H: -6.5797 1.6490 6.6552
H: -5.0252 2.1420 7.2142
H: -6.2610 3.3615 6.6051
H: -8.6059 1.0280 2.6051
H: -8.3608 -0.6375 2.3686
H: -9.5075 -1.0674 4.6965
H: -10.0097 0.6068 4.5818
H: -10.5641 -0.5647 3.3882
C: 3.5292 2.6906 -5.0066
C: 2.2644 3.4114 -4.6184
C: 2.2808 4.2761 -3.3259
O: 1.8414 5.5541 -3.8043
C: 1.5717 5.5287 -5.1373
O: 1.2379 6.4775 -5.7439
O: 1.8246 4.3061 -5.6518
H: 4.2449 3.3160 -5.5418
H: 3.3264 1.8279 -5.6379
H: 3.9791 2.3857 -4.0609
H: 1.4450 2.7209 -4.4447
H: 3.3161 4.4370 -3.0189
H: 1.6549 3.8072 -2.5708
C: -0.3968 2.5819 4.6441
C: 1.0073 2.6803 5.1739
C: 2.0751 1.6509 4.7571
O: 3.2062 2.4250 4.4977
C: 2.8856 3.7449 4.3605
O: 3.6359 4.5886 4.0241
O: 1.5814 3.8878 4.6174
H: -0.4381 2.0866 3.6721
H: -0.9750 3.4897 4.7585
H: -0.8850 1.7856 5.2303
H: 0.9993 2.8475 6.2539
H: 1.7645 1.0327 3.9116
H: 2.1863 0.9391 5.5774
C: -2.2180 1.5133 1.1441
O: -0.8653 1.1647 1.4150
C: 0.0877 1.9074 0.8579
O: -0.0865 2.8019 0.0789
O: 1.2235 1.6479 1.5124
C: 2.4520 2.1551 1.0105
H: -2.8118 1.5019 2.0547
H: -2.6179 0.8667 0.3642
H: -2.3039 2.5341 0.7643
H: 2.4308 3.1914 0.6878
H: 2.7218 1.5653 0.1196
H: 3.3133 1.8705 1.6114
C: -0.9581 5.4968 2.1240
O: -0.2916 6.6744 1.7021
C: 0.0173 7.5821 2.6199
O: -0.0885 7.4475 3.8068
O: 0.4452 8.6713 1.9922
C: 0.4918 9.8775 2.7231
H: -0.2849 4.6346 2.1244
H: -1.6680 5.2263 1.3438
H: -1.3697 5.6546 3.1169
H: 1.5146 10.2581 2.6790
H: 0.3107 9.7237 3.7882
H: -0.1963 10.6264 2.3408

Atoms 1-2, force components in eV/Å:
C -0.6 -0.6 0.8
C 0.5 1.1 -1.0

Computed properties:
Highest occupied orbital energy ... -10.5 eV
Net charge ... 0
HOMO-LUMO gap ... 10.87 eV
LUMO ... 0.3 eV
Energy ... -159212.2981 eV

---

Question: Which value of HOMO-LUMO gap does entry 1 give?
Answer: 8.42 eV

---

Question: What is the formula in the second record?
Answer: C19H19N3O5S

---

Question: Look up the highest occupied orbital energy of the first one.
Answer: -8.5 eV